No. 1
Here is C4H8N2O2 in the gas phase from the OMol25 dataset. Energies are from the ωB97M-V functional and the def2-TZVPD basis.

Structure (XYZ):
```
16
Properties=species:S:1:pos:R:3:nbo_charge:R:1
H 1.841 2.370 0.072 0.339
N 0.954 1.800 -0.206 -0.763
C 1.249 0.620 -0.086 0.648
N 2.383 -0.096 0.225 -0.361
O 2.187 -1.448 -0.049 -0.555
O 0.546 -0.342 -0.435 -0.473
C -0.920 0.036 -0.500 0.071
C -1.648 0.219 0.689 -0.459
C -2.084 -0.816 -0.206 -0.452
H 3.389 0.203 -0.015 0.386
H 1.663 -2.033 0.672 0.474
H -0.848 0.878 -1.369 0.223
H -1.430 0.195 1.721 0.237
H -2.534 0.974 0.505 0.225
H -3.128 -0.582 -0.580 0.235
H -1.619 -1.979 -0.439 0.225
```

Results
LUMO   0.76 eV
HOMO energy   -8.98 eV
SMILES   [H]/N=C(\NO)OC1CC1
Electronic energy   -416.94165 hartree
ΔE to the lowest compared entry with this formula, charge and spin   8.553 eV
Net charge   0

No. 2
Here is a molecular structure, C10H5ClMnNO5 from the OMol25 dataset. Energies are from the ωB97M-V functional and the def2-TZVPD basis.

Structure (XYZ):
```
23
Properties=species:S:1:pos:R:3:nbo_charge:R:1
O 0.487 -0.309 -3.270 -0.430
C 0.557 -0.901 -2.215 0.249
Mn -0.731 -1.120 -0.776 -0.120
O -2.402 0.959 -2.214 -0.386
C -1.829 0.184 -1.568 0.602
C -2.007 -1.483 0.510 0.652
O -2.851 -1.673 1.287 -0.390
C 0.477 -2.306 0.004 0.619
O 1.268 -2.962 0.544 -0.386
C -1.449 -2.456 -1.831 0.569
O -1.818 -3.373 -2.439 -0.371
H 1.507 -1.466 -1.906 0.162
Cl 1.806 3.850 -0.210 0.240
C 1.186 2.477 0.580 0.089
C 1.270 2.350 1.969 -0.355
C 0.756 1.190 2.548 -0.167
C 0.211 0.204 1.726 0.083
N 0.107 0.356 0.396 -0.677
C 0.594 1.473 -0.196 0.080
H 1.713 3.139 2.557 0.253
H 0.777 1.015 3.621 0.252
H -0.164 -0.725 2.157 0.201
H 0.535 1.579 -1.276 0.231
```

Results
LUMO (alpha / beta)   -3.72 / -7.70 eV
HOMO energy (alpha / beta)   -9.76 / -12.66 eV
Multiplicity   6
Electronic energy   -2425.68336 hartree
ΔE to the lowest compared entry with this formula, charge and spin   0.100 eV
Net charge   +1

No. 3
Here is a molecular structure, C18H38N4O10V from the OMol25 dataset. Energies are from the ωB97M-V functional and the def2-TZVPD basis.

Structure (XYZ):
```
71
Properties=species:S:1:pos:R:3:lowdin_charge:R:1
O -0.475 -3.257 0.323 -0.338
V -1.841 -2.459 0.338 1.139
O -3.041 -3.414 0.623 -0.340
N 0.074 1.775 -1.740 -0.704
O -0.530 0.750 -1.482 -0.042
O 0.294 2.235 -2.789 0.067
O 0.448 2.466 -0.778 -0.022
N -3.733 3.817 -2.380 -0.673
O -3.148 4.106 -3.423 -0.023
O -4.813 3.131 -2.354 -0.084
O -3.336 4.303 -1.376 0.014
C 3.697 4.308 8.527 -0.016
C 3.540 4.983 7.057 -0.390
C 4.785 5.800 6.552 -0.149
C 5.978 4.883 6.298 -0.202
C 5.581 4.065 5.071 -0.139
C 4.246 3.187 5.279 -0.438
N 3.229 3.949 6.006 -0.159
O 2.033 3.314 6.170 0.012
C 3.757 2.886 3.831 -0.040
C 4.725 1.850 5.993 -0.026
C 2.328 6.087 7.107 -0.028
H 3.898 4.948 9.385 0.077
H 4.259 3.385 8.381 0.045
H 2.732 3.808 8.621 0.061
H 4.578 6.535 5.775 0.119
H 5.163 6.351 7.413 0.107
H 6.132 4.217 7.147 0.100
H 6.950 5.330 6.088 0.110
H 6.416 3.372 4.967 0.105
H 5.603 4.757 4.230 0.118
H 4.584 2.652 3.160 0.078
H 2.959 2.158 3.683 0.077
H 3.303 3.731 3.314 0.087
H 5.432 1.252 5.418 0.083
H 5.127 2.107 6.973 0.058
H 3.891 1.181 6.206 0.067
H 2.208 6.354 6.057 0.071
H 2.480 7.008 7.670 0.069
H 1.365 5.663 7.395 0.064
H 2.353 2.443 6.417 0.079
C -1.062 -5.413 -4.621 -0.065
C -2.160 -4.872 -5.525 -0.486
C -2.757 -6.176 -6.171 -0.172
C -3.885 -5.965 -7.083 -0.199
C -5.061 -5.326 -6.215 -0.100
C -4.648 -3.922 -5.468 -0.441
N -3.262 -4.188 -4.820 -0.133
O -2.762 -3.249 -3.983 0.000
C -4.751 -2.906 -6.518 -0.057
C -5.739 -3.727 -4.372 -0.039
C -1.344 -3.928 -6.454 -0.017
H -1.317 -5.360 -3.563 0.077
H -0.104 -4.892 -4.640 0.080
H -0.860 -6.483 -4.586 0.077
H -2.027 -6.642 -6.833 0.122
H -3.164 -6.853 -5.420 0.127
H -4.215 -6.971 -7.343 0.110
H -3.707 -5.281 -7.913 0.102
H -5.438 -6.026 -5.468 0.100
H -5.868 -5.076 -6.904 0.103
H -4.173 -2.070 -6.124 0.092
H -4.270 -3.249 -7.434 0.076
H -5.759 -2.531 -6.696 0.097
H -5.574 -2.908 -3.672 0.081
H -6.712 -3.554 -4.833 0.076
H -6.069 -4.590 -3.793 0.073
H -0.995 -3.062 -5.891 0.092
H -2.194 -3.821 -7.128 0.057
H -0.580 -4.436 -7.042 0.089
H -2.772 -2.544 -4.635 0.087
```

Results
LUMO   -2.23 eV
HOMO energy   -4.32 eV
Electronic energy   -2623.44293 hartree
ΔE to the lowest compared entry with this formula, charge and spin   11.508 eV
Net charge   -1

No. 4
Here is 2 unconnected molecules or ions with the total composition C4H10NO2 from the OMol25 dataset. Energies are from the ωB97M-V functional and the def2-TZVPD basis.

Structure (XYZ):
```
17
Properties=species:S:1:pos:R:3:nbo_charge:R:1
C 1.763 1.237 -1.410 -0.629
C 2.173 0.912 0.015 -0.226
C 0.419 0.556 1.693 0.133
N 1.071 0.171 0.681 -0.377
H 1.679 0.350 -2.026 0.229
H 0.809 1.763 -1.412 0.232
H 2.476 1.929 -1.843 0.256
H 3.041 0.256 0.045 0.236
H 2.375 1.791 0.616 0.223
H -0.457 0.023 2.014 0.228
H 0.794 1.384 2.270 0.220
H 0.653 -0.606 0.160 0.457
O -2.060 0.037 -0.705 -0.520
C -2.153 -1.103 -0.401 0.642
O -1.111 -1.736 0.235 -0.757
H -3.005 -1.746 -0.636 0.142
H -1.439 -2.297 0.955 0.511
```

Results
LUMO   -4.63 eV
HOMO energy   -15.05 eV
Electronic energy   -363.38111 hartree
ΔE to the lowest compared entry with this formula, charge and spin   1.484 eV
Net charge   +1

No. 5
Here is a gas-phase ion, C24H20N3O3 (charge -1) from the OMol25 dataset. Energies are from the ωB97M-V functional and the def2-TZVPD basis.

Structure (XYZ):
```
50
Properties=species:S:1:pos:R:3:nbo_charge:R:1
C -1.235 -1.130 10.344 -0.255
O -1.446 0.137 9.679 -0.509
C -0.664 0.448 8.607 0.298
C -0.971 1.659 7.932 -0.270
C -0.121 2.110 6.944 -0.163
C 1.068 1.427 6.638 -0.031
C 2.003 2.074 5.608 -0.286
C 3.451 1.747 5.803 -0.307
N 4.377 2.599 5.271 0.441
O 5.620 2.373 5.340 -0.579
O 3.944 3.653 4.709 -0.584
C 1.635 1.801 4.183 -0.174
C 1.723 3.040 3.377 0.343
N 1.680 3.946 2.645 -0.365
N 0.244 1.358 4.046 -0.396
C -0.209 0.253 3.557 0.214
C -1.672 0.254 3.258 0.000
C -2.468 -0.908 3.235 -0.214
C -3.807 -0.833 2.834 -0.233
C -4.362 0.402 2.469 -0.216
C -3.583 1.570 2.548 -0.222
C -2.261 1.491 2.994 -0.180
C 0.593 -0.952 3.210 -0.039
C 0.283 -1.709 2.064 -0.213
C 1.050 -2.816 1.703 -0.225
C 2.185 -3.144 2.458 -0.211
C 2.540 -2.363 3.570 -0.201
C 1.721 -1.301 3.964 -0.212
C 1.353 0.223 7.279 -0.151
C 0.469 -0.303 8.224 -0.328
H -2.064 -1.199 11.052 0.193
H -1.278 -1.968 9.629 0.179
H -0.278 -1.141 10.890 0.179
H -1.843 2.230 8.243 0.216
H -0.362 3.018 6.389 0.222
H 1.888 3.163 5.771 0.247
H 3.816 0.984 6.481 0.189
H 2.318 1.048 3.742 0.234
H -2.028 -1.862 3.538 0.219
H -4.412 -1.745 2.781 0.208
H -5.397 0.458 2.119 0.206
H -3.986 2.538 2.253 0.212
H -1.651 2.390 3.107 0.249
H -0.572 -1.421 1.449 0.222
H 0.773 -3.421 0.831 0.210
H 2.807 -3.997 2.178 0.209
H 3.454 -2.567 4.137 0.220
H 1.947 -0.729 4.871 0.239
H 2.271 -0.322 7.051 0.208
H 0.694 -1.247 8.728 0.206
```

Results
LUMO   2.44 eV
HOMO energy   -3.54 eV
SMILES   COc1ccc([C@@H](C=[N+]([O-])[O-])[C@H](C#N)N=C(c2ccccc2)c2ccccc2)cc1
Electronic energy   -1316.44366 hartree
ΔE to the lowest compared entry with this formula, charge and spin   0.000 eV
Net charge   -1

No. 6
Here is a molecular structure, C37H48N3O4S2SeV from the OMol25 dataset. Energies are from the ωB97M-V functional and the def2-TZVPD basis.

Structure (XYZ):
```
96
Properties=species:S:1:pos:R:3:lowdin_charge:R:1
V 1.132 -0.308 1.668 1.019
C -5.181 -1.264 -1.839 -0.030
C -5.495 -1.062 -0.345 -0.551
C -6.092 -2.351 0.241 -0.024
C -6.520 0.065 -0.210 -0.046
C -4.196 -0.770 0.375 -0.124
C -3.141 -1.683 0.256 -0.037
C -1.900 -1.379 0.747 -0.346
Se -0.430 -2.608 0.494 1.285
C 0.146 -1.877 -1.195 -0.350
C -0.280 -2.388 -2.399 -0.019
C 0.105 -1.779 -3.597 -0.122
C 0.980 -0.699 -3.510 0.048
C 1.479 -0.182 -2.321 -0.055
C 1.047 -0.781 -1.116 -0.251
O 1.378 -0.424 0.093 -0.164
C 2.418 1.012 -2.369 -0.528
C 1.640 2.199 -2.960 -0.017
C 2.934 1.431 -0.992 -0.056
C 3.629 0.653 -3.244 -0.019
C -0.427 -2.216 -4.947 -0.549
C -1.403 -3.389 -4.836 -0.051
C 0.756 -2.655 -5.827 -0.024
C -1.161 -1.028 -5.591 -0.024
C -1.663 -0.202 1.516 -0.254
O -0.438 -0.043 1.925 -0.162
C -2.744 0.687 1.719 -0.049
C -3.963 0.382 1.115 0.063
C -2.583 2.015 2.438 -0.529
C -1.229 2.177 3.128 -0.044
C -3.675 2.152 3.511 -0.021
C -2.729 3.130 1.388 -0.016
H -6.112 -1.378 -2.386 0.095
H -4.578 -2.151 -2.010 0.074
H -4.651 -0.401 -2.239 0.094
H -7.040 -2.569 -0.244 0.096
H -6.269 -2.230 1.306 0.096
H -5.433 -3.202 0.093 0.080
H -7.426 -0.210 -0.745 0.095
H -6.149 0.990 -0.646 0.093
H -6.792 0.235 0.829 0.092
H -3.280 -2.628 -0.249 0.114
H -0.925 -3.254 -2.396 0.109
H 1.291 -0.225 -4.425 0.115
H 0.753 2.401 -2.362 0.094
H 1.327 2.014 -3.982 0.086
H 2.262 3.089 -2.956 0.096
H 2.122 1.823 -0.374 0.074
H 3.662 2.228 -1.123 0.099
H 3.432 0.605 -0.478 0.093
H 3.339 0.373 -4.251 0.082
H 4.174 -0.177 -2.800 0.097
H 4.298 1.507 -3.317 0.095
H -0.906 -4.273 -4.442 0.092
H -1.779 -3.635 -5.825 0.096
H -2.258 -3.141 -4.212 0.082
H 1.285 -3.479 -5.354 0.095
H 1.460 -1.847 -6.000 0.081
H 0.392 -2.994 -6.793 0.096
H -1.994 -0.707 -4.968 0.091
H -1.557 -1.330 -6.556 0.095
H -0.504 -0.178 -5.750 0.080
H -4.769 1.087 1.219 0.108
H -1.057 1.400 3.875 0.098
H -1.208 3.136 3.643 0.106
H -0.410 2.187 2.402 0.063
H -3.560 1.378 4.265 0.098
H -4.671 2.083 3.088 0.081
H -3.580 3.121 3.992 0.097
H -1.970 3.028 0.614 0.092
H -2.607 4.099 1.864 0.097
H -3.707 3.108 0.917 0.087
N 8.100 2.544 3.944 0.163
C 6.776 2.405 3.784 -0.287
C 5.978 1.887 4.825 0.005
C 4.646 1.624 4.622 -0.049
C 4.077 1.897 3.382 -0.308
C 4.827 2.456 2.353 -0.043
C 6.158 2.726 2.557 0.009
S 2.575 1.116 2.989 0.679
O 1.747 0.725 4.099 -0.226
O 1.802 1.724 1.895 -0.287
N 3.028 -0.295 2.240 -0.156
C 2.776 -1.405 2.955 -0.737
S 3.754 -2.340 4.014 1.181
C 2.380 -3.352 4.311 -0.304
C 1.294 -2.944 3.619 -0.166
N 1.534 -1.836 2.861 -0.083
H 8.537 2.312 4.820 0.122
H 8.675 2.923 3.212 0.122
H 6.437 1.675 5.780 0.126
H 4.030 1.201 5.400 0.124
H 4.347 2.666 1.412 0.112
H 6.749 3.164 1.767 0.124
H 2.466 -4.175 4.992 0.089
H 0.312 -3.397 3.628 0.131
```

Results
LUMO (alpha / beta)   -7.59 / -7.63 eV
HOMO energy (alpha / beta)   -13.34 / -13.34 eV
Electronic energy   -6045.17119 hartree
ΔE to the lowest compared entry with this formula, charge and spin   1.439 eV
Net charge   +2

No. 7
Here is a gas-phase ion, C5H9N5 (charge +2) from the OMol25 dataset. Energies are from the ωB97M-V functional and the def2-TZVPD basis.

Structure (XYZ):
```
19
Properties=species:S:1:pos:R:3:nbo_charge:R:1
C 1.633 -0.354 -0.117 0.633
C -1.628 -0.343 -0.270 0.584
C -0.055 1.444 0.253 0.618
C -0.066 -1.764 0.999 0.231
C 2.764 -1.227 -0.527 -0.719
N -1.099 -1.236 0.546 -0.404
N -1.274 0.995 -0.137 -0.535
N 0.962 0.635 -0.004 -0.414
N -2.660 -0.763 -1.024 -0.735
N -0.001 2.633 0.884 -0.716
H 0.280 -2.306 1.887 0.270
H 3.155 -1.001 -1.461 0.294
H 2.402 -2.212 -0.575 0.291
H 3.598 -0.946 0.090 0.317
H -1.975 1.775 -0.410 0.463
H -3.180 -1.552 -0.643 0.461
H -3.050 -0.071 -1.757 0.455
H -0.722 3.215 1.230 0.456
H 0.914 3.077 1.035 0.451
```

Results
LUMO (alpha / beta)   -9.05 / -9.11 eV
HOMO energy (alpha / beta)   -16.19 / -15.98 eV
Electronic energy   -468.93331 hartree
ΔE to the lowest compared entry with this formula, charge and spin   2.796 eV
Net charge   +2

No. 8
Here is 3 unconnected molecules or ions with the total composition C4H8O2S2 from the OMol25 dataset. Energies are from the ωB97M-V functional and the def2-TZVPD basis.

Structure (XYZ):
```
16
Properties=species:S:1:pos:R:3:nbo_charge:R:1
C 2.360 0.949 1.819 -0.353
C 1.303 -0.151 -0.982 0.616
O 2.175 -0.982 -0.719 -0.630
O 1.343 1.071 -0.989 -0.601
C 1.171 0.339 1.911 -0.375
S -1.349 -1.365 0.583 0.079
S -2.502 0.057 0.027 0.426
C -2.901 -0.386 -1.661 -0.798
H 2.773 0.947 0.819 0.227
H 2.950 1.293 2.665 0.208
H 0.265 -0.579 -1.281 0.073
H 0.849 -0.492 1.290 0.185
H 0.400 0.737 2.584 0.183
H -3.732 0.187 -2.058 0.249
H -2.009 -0.176 -2.246 0.258
H -3.097 -1.448 -1.761 0.253
```

Results
LUMO   -4.05 eV
HOMO energy   -8.71 eV
Electronic energy   -1103.86439 hartree
ΔE to the lowest compared entry with this formula, charge and spin   6.112 eV
Net charge   0